14
Properties=species:S:1:pos:R:3:nbo_charge:R:1 method="wB97M-V/def2-TZVPD" max_force_ev_per_a=11.7 homo_ev=-9.087 molar_mass_g_mol=110.11 homo_lumo_gap_ha=0.363 lumo_ev=0.80 relative_energy_ev=5.897
C -0.31497 -0.66366 -1.51609 0.183
C 0.31152 -1.52703 -0.75063 -0.361
C 0.74267 -1.03224 0.64481 0.008
C 0.48642 0.21538 1.15433 0.032
C -0.32114 1.48618 0.70749 -0.279
C -0.66642 1.61693 -0.50994 0.187
H -0.96838 -0.93198 -2.35168 0.185
H -0.02377 -2.64164 -1.07213 0.249
H 1.68482 -1.51179 1.03701 0.186
H 1.13316 0.63455 2.17073 0.200
H -0.02944 2.53968 1.23484 0.242
H -1.11133 2.29130 -0.89235 0.155
O -0.71428 0.55882 -1.49713 -0.499
O -0.20886 -1.03450 1.64075 -0.489

***

21
Properties=species:S:1:pos:R:3:nbo_charge:R:1 method="wB97M-V/def2-TZVPD" max_force_ev_per_a=3.6 homo_ev=-9.987 molar_mass_g_mol=114.14 homo_lumo_gap_ha=0.389 lumo_ev=0.59 relative_energy_ev=1.294
C 2.42418 -0.64525 -1.69519 -0.640
C 2.16578 0.16470 -0.40083 0.118
C 2.03570 -0.78806 0.86183 -0.641
O 0.90538 0.84632 -0.57778 -0.749
H 2.43059 0.11276 -2.48249 0.206
H 1.56748 -1.25838 -1.97373 0.210
H 3.34152 -1.19525 -1.57569 0.212
H 3.02426 0.81667 -0.28342 0.160
H 2.75667 -0.35590 1.64007 0.208
H 2.57349 -1.67569 0.47760 0.204
H 0.97562 -0.89883 1.03251 0.238
H 0.42294 0.54447 -1.35046 0.474
H -1.74214 -1.26107 0.36233 0.483
H -2.41776 -2.45039 -0.39611 0.474
O -1.57718 -2.05889 -0.15230 -0.957
H -1.14349 2.34535 1.34410 0.487
H -1.17787 2.94605 -0.12865 0.490
O -1.49893 2.26082 0.45751 -0.970
H -3.99923 0.67793 1.46546 0.474
H -2.65884 0.58136 0.81722 0.487
O -3.27401 0.05123 1.33774 -0.966

***

15
Properties=species:S:1:pos:R:3:nbo_charge:R:1 method="wB97M-V/def2-TZVPD" max_force_ev_per_a=2.7 homo_ev=-8.195 molar_mass_g_mol=216.09 homo_lumo_gap_ha=0.274 lumo_ev=-0.73 relative_energy_ev=0.874
C -1.14772 -0.27929 0.50436 -0.590
C 0.95754 1.03955 0.12877 -0.585
C 0.52009 -1.15602 -1.02153 -0.114
C -0.06921 0.10810 -0.52337 -0.329
S 3.06792 -1.16431 -1.32821 -0.335
I 3.19270 -1.99619 -3.52192 0.050
H -1.82561 -1.02307 0.09029 0.210
H -0.68686 -0.68850 1.39885 0.209
H -1.72568 0.59830 0.77851 0.220
H 1.55662 0.49659 0.85684 0.208
H 0.45159 1.86311 0.62989 0.210
H 1.62505 1.44118 -0.63149 0.229
H 0.63442 -1.95100 -0.30029 0.199
H 0.34251 -1.46201 -2.03666 0.207
H -0.53532 0.64460 -1.35321 0.209

***

8
Properties=species:S:1:pos:R:3:nbo_charge:R:1 method="wB97M-V/def2-TZVPD" max_force_ev_per_a=13.3 spin_multiplicity=3 homo_ev="-6.589 / -10.894" molar_mass_g_mol=87.06 homo_lumo_gap_ha="0.233 / 0.195" lumo_ev="-0.26 / -5.58" relative_energy_ev=4.116
C -1.03165 1.11988 -1.26993 0.184
C -0.20668 0.19588 -1.88781 0.133
N -1.92376 1.76462 -0.92661 -0.160
N 0.41064 -0.52049 -2.50508 -0.177
N 0.86515 -0.84449 1.38236 -0.405
F -0.09067 0.20016 1.50585 -0.291
H 1.50012 -0.23933 1.90901 0.366
H 0.47684 -1.67621 1.79220 0.350